[1]
Below is the molecule C5H6O, with properties calculated with wB97M-V/def2-TZVPD.

Structure (XYZ):
```
12
Properties=species:S:1:pos:R:3
C 0.414 -0.235 -1.630
C -0.785 0.423 -0.936
C -0.912 -0.124 0.408
C -0.620 -0.465 1.533
C 0.394 -0.192 2.538
O 1.558 -0.137 2.213
H 1.284 -0.201 -0.966
H 0.216 -1.283 -1.871
H 0.656 0.299 -2.551
H -1.705 0.378 -1.523
H -0.557 1.486 -0.773
H 0.057 0.051 3.558
```

The LUMO energy is 0.45 eV. The calculation puts the energy relative to the best compared isomer or geometry (same formula, charge and spin) at 227.6 kJ/mol. Its total energy is -7326.9259 eV.

Mulliken population analysis, charges in e, atoms 1 to 5: number 1, C, carries -1.030; number 2, C, carries -0.263; number 3, C, carries -0.036; number 4, C, carries -0.057; number 5, C, carries 0.047

[2]
Below is the molecule C20H18N4O2S2, with properties calculated with wB97M-V/def2-TZVPD.

Structure (XYZ):
```
46
Properties=species:S:1:pos:R:3
O 4.151 2.415 1.210
C 4.108 2.104 0.036
N 3.098 1.304 -0.440
C 2.111 0.834 0.380
N 1.142 0.087 -0.030
N 0.301 -0.257 0.941
C 0.622 0.230 2.095
S -0.286 -0.043 3.533
C -1.732 -0.858 2.791
C -2.383 0.065 1.767
O -2.394 1.266 1.936
N -3.045 -0.523 0.736
C -4.083 0.246 0.071
C -5.428 -0.310 0.530
C -5.562 -1.764 0.077
C -4.254 -2.512 0.085
C -4.237 -3.855 -0.274
C -3.052 -4.559 -0.365
C -1.849 -3.908 -0.141
C -1.842 -2.574 0.217
C -3.042 -1.885 0.381
S 2.081 1.210 2.090
C 5.099 2.554 -0.967
C 5.795 3.731 -0.699
C 6.738 4.204 -1.591
C 7.006 3.498 -2.752
C 6.333 2.316 -3.015
C 5.382 1.842 -2.131
H 3.013 1.079 -1.420
H -2.435 -0.986 3.617
H -1.439 -1.829 2.404
H -3.963 1.292 0.356
H -3.968 0.146 -1.011
H -6.245 0.288 0.126
H -5.471 -0.248 1.619
H -6.288 -2.288 0.703
H -5.947 -1.792 -0.948
H -5.175 -4.347 -0.490
H -3.064 -5.603 -0.638
H -0.915 -4.435 -0.261
H -0.912 -2.038 0.336
H 5.576 4.261 0.216
H 7.267 5.121 -1.379
H 7.744 3.864 -3.450
H 6.554 1.758 -3.913
H 4.890 0.902 -2.340
```

The LUMO energy is 0.13 eV. The calculation puts the energy relative to the best compared isomer or geometry (same formula, charge and spin) at 51.6 kJ/mol. Its total energy is -52758.7604 eV.

Mulliken population analysis, charges in e, atoms 1 to 5: number 1, O, carries -0.681; number 2, C, carries 0.734; number 3, N, carries -0.102; number 4, C, carries 0.277; number 5, N, carries -1.218